[1]
A structure of composition C20H53MnO21P4 at a distorted geometry, computed with the ωB97M-V functional and the def2-TZVPD basis.

Each line ends with the Löwdin charge.
Atoms and positions in Å:
1 Mn 1.469 0.817 4.108  1.169
2 C -1.270 0.865 1.026  0.023
3 C -0.217 0.868 2.097  -0.683
4 O 0.912 0.309 1.889  -0.093
5 O -0.318 1.547 3.153  -0.099
6 H -2.254 0.551 1.363  0.086
7 H -0.854 0.409 0.131  0.071
8 H -1.435 1.892 0.683  0.064
9 C -2.646 -0.978 4.087  -0.051
10 O -1.706 -2.076 4.152  -0.200
11 P -0.438 -2.038 5.136  0.432
12 O 0.555 -0.970 4.837  -0.292
13 O -1.055 -1.902 6.599  -0.189
14 C -1.411 -0.584 7.086  -0.069
15 O 0.132 -3.502 5.112  -0.169
16 C 0.657 -3.972 3.841  -0.046
17 H -2.918 -0.932 3.034  0.087
18 H -2.136 -0.036 4.294  0.072
19 H -3.492 -1.189 4.733  0.103
20 H -1.142 0.248 6.446  0.078
21 H -0.859 -0.502 8.028  0.097
22 H -2.434 -0.664 7.448  0.102
23 H 0.475 -3.294 3.006  0.070
24 H 0.088 -4.882 3.658  0.105
25 H 1.719 -4.202 3.855  0.101
26 C 1.821 2.977 0.037  -0.039
27 O 2.161 3.885 1.116  -0.176
28 P 3.118 3.515 2.311  0.429
29 O 2.666 2.370 3.154  -0.292
30 O 3.276 4.871 3.126  -0.180
31 C 4.255 4.942 4.178  -0.073
32 O 4.547 3.232 1.680  -0.186
33 C 4.876 1.947 1.126  -0.076
34 H 2.406 3.073 -0.872  0.106
35 H 0.750 3.088 -0.111  0.083
36 H 1.916 1.963 0.436  0.060
37 H 3.669 5.229 5.046  0.097
38 H 5.066 5.636 3.965  0.099
39 H 4.795 4.014 4.382  0.088
40 H 5.550 1.310 1.697  0.099
41 H 5.174 2.014 0.084  0.096
42 H 3.965 1.338 1.141  0.068
43 C -1.477 3.652 -2.380  -0.095
44 O -2.735 3.382 -2.986  -0.213
45 P -3.915 2.743 -2.116  0.409
46 O -3.511 1.521 -1.409  -0.238
47 O -5.164 2.554 -3.096  -0.194
48 C -6.099 1.516 -2.766  -0.085
49 O -4.365 3.968 -1.184  -0.186
50 C -3.853 4.083 0.124  -0.126
51 H -1.248 2.832 -1.690  0.061
52 H -1.499 4.587 -1.819  0.094
53 H -0.714 3.648 -3.153  0.090
54 H -6.872 1.916 -2.114  0.094
55 H -5.617 0.666 -2.282  0.077
56 H -6.518 1.137 -3.694  0.093
57 H -4.699 4.095 0.807  0.094
58 H -3.245 4.979 0.307  0.091
59 H -3.088 3.397 0.507  0.065
60 C 0.606 -2.451 0.188  -0.088
61 O 0.776 -3.879 0.059  -0.208
62 P 0.335 -4.534 -1.321  0.371
63 O 1.058 -4.079 -2.516  -0.221
64 O 0.587 -6.065 -0.927  -0.224
65 C 0.080 -7.082 -1.833  -0.073
66 O -1.248 -4.319 -1.395  -0.205
67 C -1.966 -4.676 -2.571  -0.111
68 H 1.561 -2.210 0.656  0.088
69 H -0.246 -2.121 0.778  0.080
70 H 0.601 -1.904 -0.757  0.071
71 H 0.813 -7.891 -1.792  0.089
72 H -0.047 -6.759 -2.860  0.086
73 H -0.735 -7.504 -1.241  0.096
74 H -2.604 -5.536 -2.382  0.090
75 H -1.353 -4.810 -3.462  0.088
76 H -2.644 -3.874 -2.872  0.087
77 C 0.394 0.495 -6.311  -0.097
78 O -0.800 0.131 -5.651  -0.164
79 C -1.039 0.795 -4.426  -0.208
80 C -0.950 -0.118 -3.212  -0.163
81 O 0.319 -0.753 -3.184  -0.126
82 C 1.335 0.052 -2.666  -0.207
83 C 2.663 -0.738 -2.663  -0.164
84 O 3.478 -0.147 -1.646  -0.215
85 C 4.535 -1.007 -1.263  -0.106
86 H 0.427 -0.177 -7.171  0.093
87 H 1.298 0.246 -5.749  0.081
88 H 0.346 1.522 -6.678  0.092
89 H -1.984 1.328 -4.546  0.123
90 H -0.289 1.578 -4.256  0.098
91 H -1.805 -0.793 -3.295  0.131
92 H -1.088 0.348 -2.230  0.096
93 H 1.154 0.320 -1.618  0.110
94 H 1.536 0.950 -3.260  0.121
95 H 3.199 -0.755 -3.612  0.132
96 H 2.445 -1.762 -2.340  0.108
97 H 4.918 -1.640 -2.063  0.095
98 H 4.217 -1.669 -0.447  0.085
99 H 5.302 -0.373 -0.819  0.074

Values from the calculation:
Spin multiplicity: 6
Kohn-Sham gap (alpha / beta), eV: 7.699 / 7.236
ΔE to the lowest compared entry with this formula, charge and spin, kcal per mole: 34.1
Total charge: +1
HOMO (alpha / beta), eV: -11.09 / -11.09


[2]
A cluster of 2 separate species, C2H7NO2 in total at a distorted geometry, computed with the ωB97M-V functional and the def2-TZVPD basis.

Each line ends with the Löwdin charge.
Atoms and positions in Å:
1 O -0.400 0.982 -1.520  0.034
2 C -0.445 1.156 -0.328  -0.238
3 C 0.079 0.180 0.701  -0.246
4 N -0.583 0.407 1.977  -0.006
5 H -0.870 2.082 0.095  0.122
6 H 0.051 -0.826 0.279  0.104
7 H 1.139 0.422 0.791  0.131
8 H -1.475 -0.076 1.996  0.074
9 H -0.029 0.038 2.736  0.066
10 H 1.115 -2.002 -2.774  0.052
11 H 0.482 -0.753 -2.065  0.007
12 O 0.936 -1.609 -1.888  -0.099

Values from the calculation:
Kohn-Sham gap, eV: 10.788
ΔE to the lowest compared entry with this formula, charge and spin, kcal per mole: 31.4
HOMO, eV: -9.93


[3]
An isolated molecule of C4H4N2O, computed with the ωB97M-V functional and the def2-TZVPD basis.

Each line ends with the Löwdin charge.
Atoms and positions in Å:
1 N 0.131 1.376 -1.930  0.203
2 C -0.649 1.155 -1.045  -0.110
3 C -1.339 0.980 0.094  -0.165
4 N -0.893 0.155 1.090  0.040
5 C 0.057 -0.691 1.250  -0.145
6 C 1.182 -1.173 0.404  -0.239
7 O 1.459 -0.839 -0.731  0.022
8 H 0.518 0.696 -2.569  0.094
9 H -2.278 1.491 0.296  0.099
10 H 0.019 -1.204 2.214  0.091
11 H 1.792 -1.945 0.926  0.111

Values from the calculation:
Kohn-Sham gap, eV: 8.105
ΔE to the lowest compared entry with this formula, charge and spin, kcal per mole: 71.6
HOMO, eV: -8.65


[4]
A cluster of 3 separate species, C18H25N4O in total at a distorted geometry, computed with the ωB97M-V functional and the def2-TZVPD basis.

Each line ends with the Löwdin charge.
Atoms and positions in Å:
1 C -2.030 -1.873 2.720  -0.073
2 C -2.904 -2.858 1.759  -0.333
3 C -2.718 -2.521 0.151  -0.089
4 C -4.448 -3.023 2.195  -0.109
5 N -5.236 -1.753 2.294  -0.184
6 N -6.434 -1.807 3.061  0.130
7 C -7.294 -2.418 2.218  -0.065
8 O -7.971 -3.214 1.511  0.156
9 C -4.967 -0.560 1.697  -0.206
10 N -4.522 0.673 2.383  0.150
11 N -5.191 -0.454 0.236  0.214
12 H -2.603 -0.959 3.111  0.051
13 H -1.633 -2.462 3.643  0.103
14 H -1.089 -1.540 2.123  0.084
15 H -2.421 -3.913 1.884  0.147
16 H -1.866 -3.217 -0.236  0.104
17 H -2.342 -1.436 0.061  0.059
18 H -3.672 -2.740 -0.454  0.075
19 H -4.926 -3.760 1.423  0.140
20 H -4.531 -3.548 3.228  0.161
21 H -3.499 0.804 2.194  0.120
22 H -4.588 0.492 3.415  0.125
23 H -5.683 -1.287 -0.129  0.119
24 H -4.309 -0.259 -0.269  0.118
25 C 2.961 1.769 0.423  -0.083
26 C 1.771 1.847 1.140  -0.091
27 C 0.741 0.946 0.882  -0.115
28 C 0.906 -0.040 -0.089  -0.111
29 C 2.099 -0.118 -0.804  -0.087
30 C 3.124 0.788 -0.551  -0.084
31 H 3.762 2.474 0.623  0.107
32 H 1.646 2.610 1.901  0.103
33 H -0.190 1.011 1.436  0.080
34 H 0.105 -0.746 -0.287  0.075
35 H 2.228 -0.887 -1.559  0.104
36 H 4.051 0.730 -1.112  0.101
37 C 7.254 2.332 -4.226  -0.093
38 C 6.004 1.783 -4.493  -0.096
39 C 4.886 2.216 -3.785  -0.109
40 C 5.019 3.206 -2.814  -0.111
41 C 6.269 3.758 -2.550  -0.096
42 C 7.387 3.319 -3.252  -0.092
43 H 8.126 1.992 -4.776  0.103
44 H 5.900 1.016 -5.254  0.101
45 H 3.912 1.782 -3.988  0.098
46 H 4.147 3.547 -2.265  0.096
47 H 6.371 4.531 -1.794  0.101
48 H 8.363 3.745 -3.042  0.102

Values from the calculation:
Kohn-Sham gap, eV: 4.844
ΔE to the lowest compared entry with this formula, charge and spin, kcal per mole: 171.5
Total charge: +1
HOMO, eV: -10.70


[5]
A cluster of 5 separate species, C39H78BBr2INO5 in total at a distorted geometry, computed with the ωB97M-V functional and the def2-TZVPD basis.

Each line ends with the Löwdin charge.
Atoms and positions in Å:
1 C 6.187 -1.927 1.660  -0.183
2 C 5.253 -0.980 0.644  -0.315
3 C 3.769 -1.642 0.437  -0.585
4 I 2.623 -1.012 2.248  0.734
5 B 3.042 -1.457 -0.969  -0.983
6 C 2.628 0.158 -1.188  -0.200
7 C 3.917 1.084 -1.696  -0.226
8 C 3.949 2.584 -1.002  -0.209
9 C 4.149 2.585 0.621  -0.278
10 N 4.071 4.064 1.057  -0.080
11 C 1.540 -2.212 -0.876  -0.202
12 C 1.634 -3.844 -0.795  -0.199
13 C 0.243 -4.382 -0.092  -0.219
14 C -1.132 -3.876 -0.833  -0.216
15 C -1.135 -4.025 -2.466  -0.218
16 C -2.660 -3.900 -3.083  -0.212
17 C -3.079 -2.324 -3.260  -0.200
18 C -4.203 -1.884 -2.103  -0.210
19 C -4.970 -0.461 -2.500  -0.208
20 C -5.200 0.456 -1.122  -0.217
21 C -3.809 1.302 -0.861  -0.180
22 C -3.992 2.239 0.487  -0.220
23 O -2.986 1.906 1.510  -0.264
24 C -3.362 0.669 2.222  -0.124
25 C 3.660 -1.946 -2.368  -0.415
26 Br 2.848 -1.217 -4.111  0.637
27 C 4.732 -2.919 -2.690  -0.655
28 C 5.221 -3.300 -4.247  -0.216
29 Br 5.666 -3.908 -1.265  0.678
30 H 6.887 -1.229 2.329  0.072
31 H 6.952 -2.592 1.029  0.035
32 H 5.553 -2.678 2.294  0.061
33 H 5.198 0.063 1.169  0.061
34 H 5.845 -0.977 -0.381  0.100
35 H 3.864 -2.810 0.675  0.042
36 H 2.279 0.682 -0.195  0.054
37 H 1.682 0.271 -1.909  0.091
38 H 3.689 1.293 -2.850  0.077
39 H 4.938 0.518 -1.678  0.095
40 H 2.917 3.097 -1.312  0.119
41 H 4.784 3.233 -1.532  0.107
42 H 5.232 2.234 0.979  0.117
43 H 3.279 2.045 1.201  0.079
44 H 3.247 4.535 0.604  0.049
45 H 3.946 4.095 2.094  0.049
46 H 1.044 -1.977 -1.938  0.073
47 H 0.825 -1.709 -0.098  0.077
48 H 2.615 -4.275 -0.332  0.090
49 H 1.600 -4.247 -1.918  0.112
50 H 0.261 -5.551 0.043  0.099
51 H 0.228 -3.912 1.002  0.108
52 H -1.331 -2.730 -0.597  0.105
53 H -2.067 -4.469 -0.433  0.104
54 H -0.423 -3.240 -3.016  0.112
55 H -0.665 -5.087 -2.725  0.104
56 H -2.662 -4.416 -4.159  0.101
57 H -3.414 -4.458 -2.351  0.111
58 H -3.606 -2.158 -4.292  0.104
59 H -2.172 -1.576 -3.111  0.124
60 H -3.644 -1.673 -1.070  0.103
61 H -5.041 -2.701 -1.962  0.104
62 H -4.266 0.153 -3.241  0.108
63 H -6.005 -0.651 -3.022  0.101
64 H -6.141 1.154 -1.197  0.114
65 H -5.322 -0.310 -0.235  0.086
66 H -3.611 2.020 -1.782  0.114
67 H -2.883 0.596 -0.737  0.122
68 H -5.087 2.081 0.906  0.119
69 H -3.840 3.384 0.190  0.133
70 H -4.413 0.801 2.772  0.103
71 H -2.542 0.435 3.034  0.106
72 H -3.414 -0.251 1.496  0.087
73 H 4.351 -3.888 -4.815  0.076
74 H 5.540 -2.337 -4.834  0.059
75 H 6.133 -4.065 -4.220  0.059
76 C -1.586 -8.554 -5.445  -0.183
77 C -2.957 -9.136 -5.221  -0.189
78 C -3.406 -8.416 -3.968  -0.207
79 O -2.780 -7.126 -3.982  -0.153
80 C -1.775 -7.119 -5.006  -0.214
81 H -1.234 -8.642 -6.476  0.114
82 H -0.860 -9.052 -4.791  0.118
83 H -3.614 -8.873 -6.058  0.115
84 H -2.961 -10.224 -5.112  0.112
85 H -3.071 -8.940 -3.066  0.117
86 H -4.492 -8.298 -3.919  0.116
87 H -2.143 -6.498 -5.830  0.117
88 H -0.856 -6.673 -4.618  0.113
89 C 1.216 7.511 3.690  -0.180
90 C 1.589 8.653 2.780  -0.180
91 C 2.725 8.060 1.976  -0.198
92 O 2.475 6.651 1.878  -0.152
93 C 1.423 6.311 2.792  -0.202
94 H 0.200 7.578 4.085  0.115
95 H 1.912 7.469 4.536  0.109
96 H 0.747 8.890 2.119  0.116
97 H 1.872 9.565 3.312  0.107
98 H 3.685 8.195 2.485  0.103
99 H 2.799 8.491 0.973  0.120
100 H 0.525 6.097 2.202  0.121
101 H 1.696 5.411 3.350  0.118
102 C 4.419 8.889 7.260  -0.183
103 C 5.502 9.385 6.337  -0.180
104 C 4.703 9.914 5.166  -0.203
105 O 3.450 10.374 5.692  -0.147
106 C 3.326 9.912 7.044  -0.208
107 H 4.732 8.813 8.304  0.115
108 H 4.077 7.900 6.932  0.117
109 H 6.051 10.205 6.816  0.116
110 H 6.222 8.614 6.049  0.118
111 H 4.491 9.123 4.440  0.101
112 H 5.209 10.735 4.650  0.120
113 H 3.455 10.776 7.705  0.115
114 H 2.326 9.498 7.202  0.117
115 C -7.361 -3.694 1.745  -0.181
116 C -8.260 -3.975 0.569  -0.184
117 C -8.270 -2.642 -0.148  -0.202
118 O -7.002 -2.023 0.107  -0.167
119 C -6.336 -2.758 1.143  -0.206
120 H -6.915 -4.591 2.181  0.116
121 H -7.926 -3.176 2.529  0.116
122 H -7.805 -4.740 -0.072  0.118
123 H -9.260 -4.316 0.850  0.113
124 H -9.049 -1.983 0.250  0.116
125 H -8.419 -2.747 -1.226  0.118
126 H -5.513 -3.314 0.682  0.116
127 H -5.920 -2.063 1.878  0.116

Values from the calculation:
Kohn-Sham gap, eV: 6.993
Total charge: -1
HOMO, eV: -4.89


Number 1: molar mass 808.46 g mol⁻¹, energy -4890.42642 a.u.. Number 2: molar mass 77.08 g mol⁻¹, energy -285.62182 a.u.. Number 3: molar mass 96.09 g mol⁻¹, energy -339.46754 a.u.. Number 4: molar mass 313.43 g mol⁻¹, energy -994.70473 a.u.. Number 5: molar mass 938.58 g mol⁻¹, energy -7433.93258 a.u..